No. 1
The following is a quantum chemistry calculation of a 8-piece molecular cluster, C38H55F3O5 overall in a non-equilibrium geometry, from the OMol25 dataset.

Summary:
SMILES string = Fc1ccccc1.Fc1ccccc1.Fc1ccccc1.C1CCOC1.C1CCOC1.C1CCOC1.C1CCOC1.C1CCOC1
HOMO energy = -9.33 eV
HOMO-LUMO gap = 9.6 eV
energy = -2156.554241 hartree
spin multiplicity = 1

```
101
C38H55F3O5 (wB97M-V/def2-TZVPD)
F 1.62 -3.95 9.35
C 2.87 -3.41 9.54
C 3.56 -3.63 10.72
C 4.78 -3.00 10.92
C 5.33 -2.12 9.97
C 4.63 -1.83 8.83
C 3.40 -2.50 8.59
H 3.08 -4.25 11.46
H 5.34 -3.24 11.81
H 6.26 -1.61 10.19
H 4.99 -1.17 8.06
H 2.87 -2.25 7.68
F -3.65 -8.20 3.54
C -4.18 -9.05 2.60
C -5.09 -8.65 1.63
C -5.63 -9.59 0.78
C -5.44 -10.95 0.99
C -4.52 -11.34 1.94
C -3.89 -10.38 2.73
H -5.27 -7.59 1.51
H -6.34 -9.18 0.07
H -5.95 -11.65 0.34
H -4.41 -12.40 2.10
H -3.13 -10.73 3.42
F -0.99 7.59 -5.50
C -0.41 8.30 -4.49
C -0.84 8.04 -3.25
C -0.33 8.77 -2.14
C 0.70 9.67 -2.33
C 1.17 9.95 -3.57
C 0.64 9.26 -4.71
H -1.50 7.21 -3.04
H -0.66 8.57 -1.13
H 1.10 10.21 -1.48
H 1.95 10.66 -3.79
H 0.89 9.63 -5.70
C -1.39 1.07 1.25
C -0.72 -0.28 1.33
C -1.85 -1.11 1.71
O -2.93 -0.63 0.88
C -2.76 0.73 0.68
H -0.89 1.88 0.73
H -1.55 1.46 2.26
H 0.08 -0.16 2.06
H -0.39 -0.62 0.35
H -2.08 -0.97 2.77
H -1.82 -2.19 1.58
H -3.57 1.21 1.24
H -2.87 1.04 -0.36
C 0.06 1.33 -5.60
C 0.65 -0.01 -5.97
C -0.57 -0.92 -5.87
O -1.54 -0.10 -6.47
C -1.33 1.31 -6.16
H 0.60 2.21 -5.95
H -0.01 1.45 -4.52
H 1.42 -0.33 -5.27
H 1.02 -0.01 -7.00
H -0.82 -1.29 -4.88
H -0.44 -1.87 -6.38
H -2.02 1.71 -5.42
H -1.30 1.81 -7.12
C 7.80 -3.81 -0.82
C 6.52 -4.39 -1.39
C 5.44 -4.30 -0.31
O 5.96 -3.40 0.64
C 7.16 -2.82 0.15
H 8.45 -3.31 -1.53
H 8.32 -4.51 -0.18
H 6.75 -5.41 -1.73
H 6.18 -3.90 -2.30
H 5.34 -5.19 0.31
H 4.45 -3.95 -0.60
H 7.78 -2.57 1.01
H 6.89 -1.91 -0.39
C 6.37 4.29 -2.84
C 5.43 5.13 -1.98
C 6.33 6.27 -1.42
O 7.70 5.86 -1.62
C 7.71 4.57 -2.13
H 6.29 4.54 -3.90
H 6.03 3.26 -2.73
H 4.94 4.54 -1.20
H 4.65 5.62 -2.56
H 6.13 6.43 -0.36
H 6.06 7.17 -1.97
H 7.89 3.78 -1.40
H 8.57 4.44 -2.79
C -10.01 1.24 -1.07
C -10.32 2.61 -0.60
C -11.54 2.46 0.29
O -11.50 1.06 0.66
C -10.30 0.41 0.19
H -9.01 0.97 -1.39
H -10.62 0.94 -1.92
H -10.49 3.37 -1.36
H -9.53 2.95 0.07
H -12.44 2.76 -0.24
H -11.35 3.06 1.18
H -10.45 -0.62 -0.13
H -9.48 0.45 0.91
```



No. 2
The following is a quantum chemistry calculation of a 2-piece molecular cluster, C4H7O3 overall in a non-equilibrium geometry, from the OMol25 dataset.

Summary:
energy above the lowest of the compared OMol25 structures with the same formula, charge and spin = 15.45 kcal/mol
HOMO energy = -4.26 eV
HOMO-LUMO gap = 8.5 eV
energy = -382.384087 hartree
spin multiplicity = 1
net charge = -1

```
14
C4H7O3 (wB97M-V/def2-TZVPD)
O -1.54 -2.02 1.61
C -0.85 -1.44 0.75
C -0.12 -2.17 -0.35
H -0.62 -0.32 0.78
H -0.86 -2.84 -0.88
H 0.69 -2.75 0.12
H 0.26 -1.42 -1.04
O 1.28 0.59 0.32
C 0.53 1.25 -0.42
O -0.59 0.94 -0.91
C 1.08 2.70 -0.75
H 0.60 3.04 -1.68
H 0.74 3.42 0.00
H 2.17 2.68 -0.80
```



LUMO per entry: 0.2980, 4.2418 eV